# 1
The following is a quantum chemistry calculation of a 4-piece molecular cluster, C3H16N2O3 overall, from the OMol25 dataset.

XYZ file:
```
24
Properties=species:S:1:pos:R:3:nbo_charge:R:1
C 0.67 -0.34 0.62 -0.223
C -0.73 -0.84 0.79 -0.417
C -1.30 -1.41 -0.55 -0.230
N -2.06 -0.60 -1.47 -0.849
N 0.94 0.59 1.74 -0.870
H 1.31 -1.24 0.51 0.183
H 0.84 0.21 -0.38 0.179
H -0.68 -1.64 1.53 0.200
H -1.56 -0.24 1.25 0.189
H -1.86 -2.28 -0.17 0.187
H -0.57 -1.98 -1.12 0.189
H -2.97 -0.28 -1.17 0.361
H -1.58 0.22 -1.82 0.359
H 1.41 1.42 1.48 0.373
H 1.49 0.19 2.48 0.365
H -0.19 2.24 1.79 0.475
H -1.50 1.42 1.76 0.462
O -1.08 2.20 2.11 -0.946
H 1.99 -1.73 -2.21 0.469
H 0.67 -2.00 -2.82 0.473
O 1.15 -1.27 -2.42 -0.935
H 1.28 2.95 -0.77 0.475
H 2.24 1.78 -0.78 0.472
O 2.10 2.63 -0.37 -0.940
```

## Properties
Calculated total energy (eV): -12491.9176
HOMO (eV): -8.917
SMILES: NCCCN.O.O.O
Frontier orbital gap (eV): 9.3
Multiplicity: 1
Molecular weight (g/mol): 128.17


# 2
The following is a quantum chemistry calculation of a 5-piece molecular cluster, C3H16N2O5S overall, from the OMol25 dataset.

XYZ file:
```
27
Properties=species:S:1:pos:R:3:nbo_charge:R:1
C 1.15 -0.28 -0.44 -0.232
C 2.22 -0.94 -1.35 -0.555
S 1.64 -2.39 -2.24 -0.009
N 1.40 1.13 -0.23 -0.626
C 0.69 2.14 -0.79 0.785
N -0.10 1.84 -1.87 -0.850
O 0.81 3.29 -0.39 -0.675
H 0.15 -0.47 -0.81 0.192
H 1.14 -0.73 0.55 0.223
H 3.11 -1.15 -0.75 0.223
H 2.61 -0.14 -1.99 0.217
H 0.34 -2.15 -2.03 0.111
H 1.93 1.39 0.58 0.410
H -0.21 2.59 -2.53 0.403
H -0.04 0.94 -2.32 0.379
H -0.59 -1.61 1.07 0.482
H -1.09 -2.60 2.10 0.488
O -1.13 -2.40 1.15 -0.960
H -1.12 2.09 1.24 0.487
H -2.19 1.07 0.80 0.505
O -1.28 1.14 1.14 -0.990
H 0.55 0.07 3.69 0.483
H -0.70 -0.06 2.68 0.506
O 0.19 -0.35 2.91 -0.994
H -2.63 -1.25 0.36 0.500
H -3.57 -0.64 -0.71 0.474
O -3.28 -0.53 0.20 -0.976
```

## Properties
Calculated total energy (eV): -27424.5928
HOMO (eV): -9.302
SMILES: NC(=O)NCCS.O.O.O.O
Frontier orbital gap (eV): 9.7
Multiplicity: 1
Molecular weight (g/mol): 192.24


# 3
The following is a quantum chemistry calculation of a 4-piece molecular cluster, C3H16NO3S overall, from the OMol25 dataset.

XYZ file:
```
24
Properties=species:S:1:pos:R:3:nbo_charge:R:1
C 0.29 -1.41 1.10 -0.626
C -0.05 -0.05 0.51 -0.052
C -1.48 0.36 0.81 -0.536
S -1.92 1.96 0.03 -0.048
N 0.93 0.94 1.14 -0.711
H -0.20 -2.19 0.54 0.254
H -0.04 -1.44 2.14 0.222
H 1.37 -1.58 1.08 0.223
H 0.09 0.14 -0.55 0.255
H -2.17 -0.40 0.54 0.245
H -1.67 0.40 1.88 0.220
H -3.23 1.76 0.17 0.165
H 1.80 0.68 0.66 0.441
H 0.88 1.92 0.78 0.466
H 1.02 0.82 2.15 0.433
H 2.54 -1.77 -1.45 0.471
H 1.73 -1.71 -2.70 0.492
O 1.81 -1.28 -1.85 -0.959
H 0.89 3.91 -0.72 0.507
H 1.46 3.69 0.66 0.476
O 1.47 3.32 -0.23 -0.939
H -2.17 -2.23 -1.72 0.453
H -1.49 -3.35 -2.38 0.467
O -1.86 -2.48 -2.59 -0.918
```

## Properties
Calculated total energy (eV): -21831.9815
HOMO (eV): -12.924
Total charge: +1
Frontier orbital gap (eV): 9.8
Multiplicity: 1
Molecular weight (g/mol): 146.23


# 4
The following is a quantum chemistry calculation of a 5-piece molecular cluster, C3H16NO4 overall, from the OMol25 dataset.

XYZ file:
```
24
Properties=species:S:1:pos:R:3:nbo_charge:R:1
C 1.36 2.55 0.89 -0.649
C 0.91 1.13 1.11 -0.129
C 0.79 0.27 0.11 -0.086
N 0.08 -1.00 0.29 -0.750
H 1.39 2.69 -0.20 0.216
H 0.54 3.14 1.27 0.239
H 2.38 2.78 1.16 0.250
H 0.24 0.89 1.94 0.216
H 0.87 0.57 -0.93 0.219
H -0.75 -0.93 -0.34 0.461
H 0.66 -1.82 0.12 0.462
H -0.32 -1.02 1.25 0.454
H -2.23 1.68 -2.73 0.478
H -1.92 1.59 -4.21 0.497
O -1.58 1.32 -3.35 -0.957
H -2.20 -1.35 2.96 0.492
H -1.07 -1.02 3.93 0.498
O -1.33 -0.94 3.00 -0.972
H 3.03 -2.09 -0.78 0.492
H 2.85 -3.12 0.34 0.493
O 2.37 -2.68 -0.38 -0.964
H -1.90 -0.22 -2.22 0.513
H -2.11 -1.66 -1.80 0.490
O -2.05 -0.77 -1.43 -0.963
```

## Properties
Calculated total energy (eV): -13044.4537
HOMO (eV): -13.596
Total charge: +1
Frontier orbital gap (eV): 11.0
Multiplicity: 1
Molecular weight (g/mol): 130.16


# 5
The following is a quantum chemistry calculation of a 4-piece molecular cluster, C3H16NO4 overall, from the OMol25 dataset.

XYZ file:
```
24
Properties=species:S:1:pos:R:3:nbo_charge:R:1
C 0.73 -0.08 1.86 -0.256
C -0.78 0.01 1.51 0.095
C -1.55 1.31 1.72 -0.645
O -0.84 -0.49 0.21 -0.821
N 1.52 -0.56 0.65 -0.678
H 1.18 1.01 2.04 0.218
H 1.03 -0.74 2.77 0.238
H -1.23 -0.93 2.16 0.176
H -1.82 1.39 2.76 0.240
H -2.55 1.28 1.07 0.242
H -1.09 2.15 1.28 0.216
H -1.24 0.01 -0.62 0.525
H 2.25 0.10 0.36 0.457
H 0.90 -0.81 -0.07 0.469
H 2.13 -1.31 0.94 0.423
H 2.30 -0.72 -2.31 0.503
H 2.74 -1.78 -1.36 0.464
O 2.80 -0.84 -1.50 -0.965
H 0.04 -0.14 -3.10 0.490
H 0.91 1.21 -3.06 0.502
O 0.70 0.37 -2.62 -0.979
H -2.83 -0.93 -1.38 0.511
H -2.72 0.47 -2.05 0.490
O -2.56 0.01 -1.27 -0.917
```

## Properties
Calculated total energy (eV): -13042.9062
HOMO (eV): -13.531
Total charge: +1
Frontier orbital gap (eV): 10.5
Multiplicity: 1
Molecular weight (g/mol): 130.16


# 6
The following is a quantum chemistry calculation of a 5-piece molecular cluster, C3H16O4S overall, from the OMol25 dataset.

XYZ file:
```
24
Properties=species:S:1:pos:R:3:mulliken_spin:R:1
C 2.16 0.84 0.06 0.080
C 1.45 0.05 1.16 0.098
C 0.69 -1.13 0.56 0.805
S -0.40 -2.13 1.58 -0.086
H 2.76 1.66 0.47 -0.023
H 1.50 1.36 -0.63 0.025
H 2.86 0.18 -0.46 -0.002
H 2.20 -0.30 1.87 -0.084
H 0.76 0.70 1.72 -0.039
H 1.42 -1.81 0.09 -0.157
H 0.24 -0.89 -0.40 0.210
H -1.47 -1.32 1.47 -0.101
H -1.26 -2.16 -2.93 -0.140
H -0.75 -2.49 -1.47 0.030
O -0.50 -2.43 -2.40 0.248
H -2.95 2.05 0.02 -0.154
H -2.38 1.66 -1.51 0.180
O -2.22 1.89 -0.58 0.067
H -0.50 3.15 0.53 0.015
H 0.82 3.96 0.29 -0.029
O 0.21 3.66 0.96 0.257
H -0.06 -0.29 -2.12 0.102
H -0.15 0.73 -1.03 0.018
O -0.23 0.65 -1.98 -0.321
```

## Properties
Calculated total energy (eV): -22394.8676
HOMO (spin up / spin down) (eV): 0.577 / -6.210
Total charge: -1
Frontier orbital gap (spin up / spin down) (eV): 2.6 / 9.5
Multiplicity: 2
Molecular weight (g/mol): 148.22


# 7
The following is a quantum chemistry calculation of a 4-piece molecular cluster, C3H17N2O3 overall, from the OMol25 dataset.

XYZ file:
```
25
Properties=species:S:1:pos:R:3:nbo_charge:R:1
C 0.07 -0.13 -2.38 -0.219
C -1.29 0.00 -1.70 -0.431
C -1.73 -1.28 -0.98 -0.224
N -0.82 -1.60 0.13 -0.873
N 1.14 -0.28 -1.36 -0.731
H 0.30 0.76 -2.97 0.226
H 0.09 -1.00 -3.02 0.214
H -1.26 0.84 -0.99 0.217
H -2.02 0.26 -2.46 0.244
H -2.76 -1.14 -0.64 0.201
H -1.72 -2.10 -1.69 0.198
H -1.07 -1.08 0.97 0.388
H 0.77 -0.93 -0.63 0.468
H -0.89 -2.57 0.38 0.383
H 1.36 0.64 -0.92 0.466
H 2.01 -0.63 -1.74 0.419
H 2.26 0.15 2.69 0.492
H 0.74 0.39 2.56 0.510
O 1.57 0.39 2.06 -0.994
H 1.67 1.74 0.86 0.517
H 2.23 2.78 -0.15 0.496
O 1.56 2.10 -0.04 -0.987
H -1.45 1.22 3.12 0.493
H -1.33 -0.08 3.91 0.497
O -1.07 0.34 3.08 -0.969
```

## Properties
Calculated total energy (eV): -12504.8608
HOMO (eV): -13.420
Total charge: +1
Frontier orbital gap (eV): 10.9
Multiplicity: 1
Molecular weight (g/mol): 129.18


# 8
The following is a quantum chemistry calculation of a 5-piece molecular cluster, C3H18NO4 overall, from the OMol25 dataset.

XYZ file:
```
26
Properties=species:S:1:pos:R:3:nbo_charge:R:1
C -1.31 -1.10 2.28 -0.635
C -0.42 -0.88 1.04 -0.261
N -0.14 0.55 0.81 -0.487
C 0.99 0.75 -0.16 -0.419
H -0.80 -0.94 3.23 0.223
H -2.08 -0.28 2.37 0.201
H -1.88 -1.94 2.20 0.243
H 0.49 -1.51 1.25 0.258
H -0.76 -1.46 0.15 0.257
H -0.05 0.98 1.74 0.428
H -0.90 0.89 0.39 0.450
H 0.70 0.59 -1.25 0.270
H 1.74 0.05 0.04 0.215
H 1.45 1.73 0.05 0.225
H 2.09 -2.16 -0.56 0.518
H 0.69 -3.15 -0.35 0.495
O 1.09 -2.26 -0.53 -1.037
H -2.59 0.69 -1.64 0.497
H -1.62 2.02 -1.94 0.513
O -1.68 1.05 -1.54 -1.003
H 3.55 -1.05 -1.62 0.486
H 2.67 -1.95 -2.63 0.497
O 3.17 -1.97 -1.83 -0.941
H -1.78 3.88 0.26 0.503
H -1.11 4.01 -1.22 0.494
O -1.50 3.47 -0.55 -0.989
```

## Properties
Calculated total energy (eV): -13075.3653
HOMO (eV): -13.781
Total charge: +1
Frontier orbital gap (eV): 11.0
Multiplicity: 1
Molecular weight (g/mol): 132.18


Q: Which value of molecular weight does entry 1 give?
A: 128.17 g/mol